Density functional theory data (wB97M-V/def2-TZVPD) for C4H9NO3S in the gas phase.

Computed properties:
- SMILES string: CC(=O)S(=O)(=O)N(C)C
- HOMO energy: -9.34 eV
- ΔE to the lowest compared entry with this formula, charge and spin: 179.6 kJ/mol

Each line ends with the natural charge from an NBO analysis.
Cartesian coordinates (Å):
C (1.587, 0.618, 0.119)  0.46
C (2.981, 0.166, -0.005)  -0.76
C (-1.527, -0.284, -1.194)  -0.41
C (-1.697, -0.371, 1.345)  -0.43
N (-1.062, -0.703, 0.066)  -0.68
O (1.071, 1.679, 0.128)  -0.48
O (0.899, -1.650, -1.225)  -0.94
O (0.682, -1.931, 1.192)  -0.95
S (0.532, -1.096, 0.038)  2.15
H (2.936, -0.920, -0.136)  0.26
H (3.572, 0.771, -0.796)  0.26
H (3.457, 0.439, 0.932)  0.26
H (-0.950, -0.761, -1.879)  0.23
H (-2.622, -0.509, -1.443)  0.20
H (-1.488, 0.781, -1.291)  0.18
H (-1.178, -1.138, 1.978)  0.25
H (-1.686, 0.710, 1.648)  0.19
H (-2.692, -0.619, 1.398)  0.20